--- one ---
Entry from OMol25: an isolated molecule of C6H7NS (ωB97M-V/def2-TZVPD).

Output
molar mass: 125.20 g mol⁻¹
LUMO: 0.2 eV
HOMO-LUMO gap: 8.11 eV

Structure (ORCA input):
```
! RIJCOSX wB97M-V def2-TZVPD def2/J DEFGRID3
* xyz 0 1
C -0.23496 1.96537 0.19771
C -0.50652 -1.32874 0.25330
C 1.69529 0.07509 -0.22694
C -1.32996 -0.26805 0.21333
C 3.01899 0.64149 -0.10553
C -2.74241 -0.30582 -0.05647
N -0.88255 1.01339 0.32466
S 1.22072 -1.24837 0.65242
H -0.86729 -2.30598 -0.21851
H 3.42309 0.37064 -1.07254
H 3.78753 0.33338 0.63672
H 2.85945 1.73083 -0.26611
H -3.06137 0.62379 -0.76620
H -3.22189 -0.02623 0.96128
H -3.15811 -1.27080 -0.52712
*
```

--- two ---
Entry from OMol25: an isolated molecule of C6H7NS (ωB97M-V/def2-TZVPD).

Output
molar mass: 125.20 g mol⁻¹
LUMO: 0.6 eV
HOMO-LUMO gap: 8.84 eV

Structure (ORCA input):
```
! RIJCOSX wB97M-V def2-TZVPD def2/J DEFGRID3
* xyz 0 1
C 0.33706 -2.23978 0.88583
C 1.11967 -0.04921 -0.03962
C -0.02552 1.07407 0.12646
C -0.96434 -0.04962 0.64654
C -0.40712 1.74110 -1.10701
C -0.76293 2.28720 -2.10921
H -0.48280 -2.75098 1.32157
H 1.99425 0.08225 0.60327
H 1.31981 -0.29952 -1.09841
H 0.16456 1.83546 0.87681
H -1.77572 -0.33207 0.00332
H -1.27216 0.14432 1.69562
H -1.12446 2.67958 -3.04049
N 0.16516 -0.99344 0.57230
S 1.71454 -3.12936 0.66303
*
```

Most stable of them? two.

--- one ---
Entry from OMol25: an isolated molecule of C6H7NS (ωB97M-V/def2-TZVPD).

Output
molar mass: 125.20 g mol⁻¹
LUMO (spin up / spin down): 0.2 / 0.2 eV
HOMO-LUMO gap (spin up / spin down): 8.60 / 8.61 eV

Structure (ORCA input):
```
! RIJCOSX wB97M-V def2-TZVPD def2/J DEFGRID3
* xyz 0 1
C 2.90329 0.79885 0.15822
C 0.82009 0.76925 -0.30217
C 0.95395 -0.56343 -0.14793
C -0.33790 -1.29792 -0.29745
C -1.24061 -0.10451 -0.56492
C -2.10074 0.46422 0.49556
N 1.89016 1.54329 -0.12842
S 2.63226 -0.92199 0.24210
H 3.88370 1.18192 0.35113
H -0.31639 -2.01059 -1.12515
H -0.61339 -1.82186 0.62111
H -1.47263 0.12298 -1.59047
H -3.12910 0.10363 0.38551
H -2.13652 1.55033 0.42182
H -1.73618 0.18583 1.48106
*
```

--- two ---
Entry from OMol25: an isolated molecule of C6H7NS (ωB97M-V/def2-TZVPD).

Output
molar mass: 125.20 g mol⁻¹
LUMO: 0.9 eV
HOMO-LUMO gap: 8.52 eV

Structure (ORCA input):
```
! RIJCOSX wB97M-V def2-TZVPD def2/J DEFGRID3
* xyz 0 1
C -1.54290 0.51861 0.98681
C -1.00980 1.10652 -0.09627
C 0.83575 0.49328 -1.59250
C 1.20776 -0.75384 -1.83599
C -0.51673 -0.52230 1.51712
C 0.70636 -0.34278 0.63247
N 0.35898 0.79765 -0.27610
S 1.19956 -1.79687 -0.42644
H -2.51819 0.50678 1.55206
H -1.35793 1.77402 -0.83535
H 0.62877 1.36116 -2.31839
H 1.77330 -1.21992 -2.55727
H -0.46304 -0.37422 2.66340
H -0.92105 -1.50068 1.52824
H 1.61916 -0.04741 1.05821
*
```

Most stable of them? two.

--- one ---
Entry from OMol25: an isolated ion of composition C6H14NO and charge -1 (ωB97M-V/def2-TZVPD).

Output
molar mass: 116.18 g mol⁻¹
LUMO: 3.6 eV
HOMO-LUMO gap: 5.93 eV

Structure (ORCA input):
```
! RIJCOSX wB97M-V def2-TZVPD def2/J DEFGRID3
* xyz -1 1
C 1.04563 -1.37052 -1.00175
O 0.58751 -2.32308 -1.78219
C 0.23406 -0.06863 -1.03568
C -0.76332 0.25517 0.12809
C -0.12591 0.81248 1.41261
C -0.37665 2.33574 1.67211
C -0.27398 0.09548 2.66001
N -0.38049 -0.03212 -2.34450
H 2.07789 -1.00908 -1.38567
H 1.02624 -1.72864 0.05411
H 0.84810 0.88269 -0.97007
H -1.41298 -0.63127 0.57398
H -1.54573 0.89506 -0.19347
H 1.05908 0.78013 1.16557
H -1.44139 2.48931 1.77612
H 0.00111 2.91753 0.84264
H 0.29882 2.59755 2.55728
H -0.23255 -1.02324 2.49428
H 0.54367 0.11573 3.40904
H -1.29471 0.32039 3.10079
H -0.18527 0.71969 -2.90447
H -0.21797 -0.87475 -2.86339
*
```

--- two ---
Entry from OMol25: an isolated ion of composition C6H14NO and charge -1 (ωB97M-V/def2-TZVPD).

Output
molar mass: 116.18 g mol⁻¹
LUMO: 3.9 eV
HOMO-LUMO gap: 6.08 eV

Structure (ORCA input):
```
! RIJCOSX wB97M-V def2-TZVPD def2/J DEFGRID3
* xyz -1 1
C -2.13265 1.72930 -0.12194
N -1.04853 0.84463 0.56325
C -0.36129 -0.10166 -0.52096
C 0.74364 -0.99749 0.16399
C 0.17875 -2.22465 0.94261
C 1.62541 -0.13101 1.07474
C 0.42140 0.70730 -1.81889
O 0.00911 0.14694 -2.92151
H -1.72141 2.76883 -0.19555
H -3.08683 1.56456 0.27559
H -2.27615 1.31712 -1.20319
H -0.34465 1.51869 0.95983
H -1.07114 -0.79685 -0.88766
H 1.46963 -1.49302 -0.52756
H -0.00273 -2.86498 0.20459
H -0.80973 -2.09403 1.44924
H 0.98234 -2.51493 1.55836
H 2.61609 -0.45842 1.37536
H 1.20331 -0.14205 2.09213
H 1.82892 0.84909 0.66750
H 1.59900 0.71485 -1.58423
H 0.17749 1.65777 -1.54571
*
```

--- three ---
Entry from OMol25: a 2-piece molecular cluster, C6H14NO overall (ωB97M-V/def2-TZVPD).

Output
molar mass: 116.18 g mol⁻¹
LUMO: 4.0 eV
HOMO-LUMO gap: 6.67 eV

Structure (ORCA input):
```
! RIJCOSX wB97M-V def2-TZVPD def2/J DEFGRID3
* xyz -1 1
C -1.69452 -2.50429 0.54712
C -0.86198 -1.64748 1.23372
N -1.20047 -0.74356 2.21710
C -0.35982 0.41299 2.39855
H -2.77715 -2.48538 0.75434
H -1.29104 -3.28805 -0.10787
H 0.22758 -1.66739 1.07451
H -2.17910 -0.59799 2.38980
H -0.52686 0.82544 3.40588
H 0.69129 0.06264 2.29972
H -0.51142 1.15042 1.60982
C 1.88473 0.23515 -1.12819
O 1.32558 -0.08765 0.03290
C 1.28138 1.49916 -1.75186
C -0.26111 1.32197 -1.97784
H 1.82782 -0.51230 -1.92722
H 2.99788 0.43238 -1.05472
H 1.79385 1.53677 -2.72241
H 1.51202 2.43103 -1.23591
H -0.85185 2.19783 -2.28788
H -0.65624 0.88907 -1.03310
H -0.37058 0.53923 -2.73644
*
```

Most stable of them? three.

--- one ---
Entry from OMol25: C5H7N5O2 as an isolated structure (ωB97M-V/def2-TZVPD).

Output
molar mass: 169.14 g mol⁻¹
LUMO: -1.0 eV
HOMO-LUMO gap: 8.10 eV

Structure (ORCA input):
```
! RIJCOSX wB97M-V def2-TZVPD def2/J DEFGRID3
* xyz 0 1
C 2.41364 1.24816 -0.28184
C 0.39539 0.27121 0.31459
C -1.44454 -0.81592 1.25554
C -1.30362 -0.67094 -0.97225
C 0.00130 -0.15749 -0.89864
H 2.43034 0.22201 -0.73685
H 2.49788 2.24488 -0.94272
H 3.59148 0.74718 0.22968
H 1.45043 1.82385 1.73437
H -1.52825 -1.42472 3.41130
H -2.71281 -1.93728 2.47254
H -1.29364 -0.81242 -2.88439
N 1.30171 1.12454 0.77903
N -0.42121 0.01271 1.34126
N -2.21598 -0.90146 2.42589
N -1.92429 -1.13131 0.07659
N 0.59759 0.63444 -2.00428
O -2.04810 -0.93060 -2.08925
O 0.21268 0.45318 -3.23057
*
```

--- two ---
Entry from OMol25: an isolated molecule of C5H7N5O2 (ωB97M-V/def2-TZVPD).

Output
molar mass: 169.14 g mol⁻¹
LUMO: -0.4 eV
HOMO-LUMO gap: 9.20 eV

Structure (ORCA input):
```
! RIJCOSX wB97M-V def2-TZVPD def2/J DEFGRID3
* xyz 0 1
C 1.69149 -1.68610 0.10782
C 1.31497 -0.28555 0.41345
C 2.25189 0.79188 -0.04651
N 0.23146 -0.03476 1.07737
C -0.66991 0.75320 0.45773
N -0.61231 2.09807 0.22105
N -1.69707 2.44257 -0.39599
N -2.42119 1.38053 -0.54202
N -1.83311 0.32399 -0.02358
C -2.42774 -1.09201 -0.00219
O -1.65463 -2.00105 -0.19299
O -3.63829 -1.04739 0.20298
H 1.20178 -2.01429 -0.80500
H 1.33722 -2.31794 0.91906
H 2.76976 -1.79997 0.05276
H 3.27846 0.46157 0.07916
H 2.10915 1.04662 -1.09712
H 2.09865 1.68260 0.55004
H -3.33058 1.29804 -0.97601
*
```

Most stable of them? two.

--- one ---
Entry from OMol25: an isolated molecule of C6H10OS (ωB97M-V/def2-TZVPD).

Output
molar mass: 130.21 g mol⁻¹
LUMO: -0.4 eV
HOMO-LUMO gap: 8.20 eV

Structure (ORCA input):
```
! RIJCOSX wB97M-V def2-TZVPD def2/J DEFGRID3
* xyz 0 1
C -2.63664 0.78112 -0.40150
C -1.52802 0.69121 0.69438
C 0.40844 -0.32791 -0.28461
C 1.39593 -1.53714 -0.24536
C 2.51237 -0.61012 0.31538
C 1.57277 0.59364 0.08840
H -2.20142 1.11137 -1.34624
H -3.06437 -0.21290 -0.63413
H -3.45641 1.45822 -0.08203
H -2.02497 0.49430 1.70080
H -0.89394 1.55075 0.58910
H 0.02066 -0.08603 -1.31003
H 1.54181 -2.05223 -1.20692
H 1.05116 -2.26891 0.47912
H 2.74532 -0.70648 1.36999
H 3.42979 -0.59784 -0.33107
O -0.69346 -0.48787 0.59436
S 1.82100 2.20683 0.01036
*
```

--- two ---
Entry from OMol25: an isolated molecule of C6H10OS (ωB97M-V/def2-TZVPD).

Output
molar mass: 130.21 g mol⁻¹
LUMO: 0.9 eV
HOMO-LUMO gap: 9.28 eV

Structure (ORCA input):
```
! RIJCOSX wB97M-V def2-TZVPD def2/J DEFGRID3
* xyz 0 1
C 2.39249 -0.15320 0.25964
C 0.85137 -0.16045 0.13091
C 0.26423 -1.13346 -0.99903
C -1.37835 -0.55611 0.51259
C -1.53562 0.89346 0.19813
C -0.07862 -0.65868 1.30574
H 2.74476 -1.20399 0.22606
H 2.87026 0.37161 -0.59248
H 2.70013 0.28569 1.19816
H 0.66710 -2.15814 -0.84265
H 0.42360 -0.84299 -2.05611
H -2.22894 -1.07111 0.95542
H -1.84656 1.58149 1.00625
H -2.28206 0.99985 -0.62538
H -0.04469 0.03386 2.15756
H 0.05014 -1.65697 1.67665
O -1.11436 -1.14881 -0.74939
S 0.17301 1.46636 -0.34727
*
```

Most stable of them? two.

--- one ---
Entry from OMol25: an isolated molecule of C6H10OS (ωB97M-V/def2-TZVPD).

Output
molar mass: 130.21 g mol⁻¹
LUMO: 0.9 eV
HOMO-LUMO gap: 9.25 eV

Structure (ORCA input):
```
! RIJCOSX wB97M-V def2-TZVPD def2/J DEFGRID3
* xyz 0 1
C -0.49367 1.99332 1.74404
C -0.03087 0.42670 1.61162
C 0.81093 -0.00572 0.31054
C 0.81669 -1.58550 -1.44559
C -0.31087 -0.81860 -1.97017
C -0.59357 -0.51804 0.60919
H -1.38536 2.17167 2.36225
H 0.21452 2.68890 2.05478
H -0.56911 2.65135 0.78076
H -0.00920 0.13442 2.72450
H 0.93128 1.01183 -0.19921
H 0.50696 -2.40963 -0.86149
H 1.60871 -1.88910 -2.07301
H -0.91440 -1.36959 -2.79585
H 0.17999 -0.05187 -2.57956
H -0.83297 -1.48537 0.97184
O 1.69177 -0.83678 -0.55091
S -1.62083 -0.10800 -0.69374
*
```

--- two ---
Entry from OMol25: an isolated molecule of C6H10OS (ωB97M-V/def2-TZVPD).

Output
molar mass: 130.21 g mol⁻¹
LUMO: 0.9 eV
HOMO-LUMO gap: 9.68 eV

Structure (ORCA input):
```
! RIJCOSX wB97M-V def2-TZVPD def2/J DEFGRID3
* xyz 0 1
C -0.71106 -1.19826 1.76477
C -0.97865 -0.03405 0.83390
C -0.02577 -0.63717 -1.43961
C 0.97252 0.66157 -1.61290
C 0.44658 1.59060 -0.48035
C 0.33326 0.75013 0.71709
H -0.51594 -0.95777 2.85384
H 0.34229 -1.68506 1.51951
H -1.36057 -2.22659 1.71335
H -1.87297 0.47512 1.06218
H -0.59841 -0.90599 -2.42735
H 0.73213 -1.39425 -1.05117
H 0.83608 1.23372 -2.48498
H 1.97150 0.25587 -1.59989
H -0.61228 1.99352 -0.68621
H 1.19201 0.03682 0.79141
O -1.13918 -0.34180 -0.60562
S 0.98846 2.38359 1.13205
*
```

Most stable of them? two.